# 1
DFT (ωB97M-V with the def2-TZVPD basis set) results for C2HO5 as an isolated structure.

Computed properties:
- HOMO level: -4.67 eV
- E_tot: -452.96165 Ha
- Molecular weight: 105.0 g/mol

```
! RIJCOSX wB97M-V def2-TZVPD def2/J DEFGRID3
* xyz -1 1
C -0.19406 0.69999 0.18445
C 0.22598 -0.65162 0.72013
O 0.12448 1.75435 0.68110
O -1.31291 0.56888 -0.61438
O 1.14956 -0.05358 -0.93252
O 1.46284 -0.77625 0.28321
O -0.41119 -1.65683 1.05516
H -1.04470 0.11506 -1.37716
*
```

---

# 2
DFT (ωB97M-V with the def2-TZVPD basis set) results for C2HP as an isolated structure.

Computed properties:
- HOMO level: -9.97 eV
- E_tot: -417.93639 Ha
- Molecular weight: 56.0 g/mol

```
! RIJCOSX wB97M-V def2-TZVPD def2/J DEFGRID3
* xyz 0 1
C -0.87063 -1.73695 -0.47318
C -1.96098 -2.31174 -0.85012
P 0.35346 -1.25845 0.59820
H 0.48636 0.47056 0.14924
*
```

---

# 3
DFT (ωB97M-V with the def2-TZVPD basis set) results for C2LiO4Tl as an isolated structure.

Computed properties:
- HOMO level (alpha / beta): -1.80 / -2.89 eV
- E_tot: -557.18164 Ha
- Molecular weight: 299.3 g/mol
- ⟨S²⟩: 0.759

```
! RIJCOSX wB97M-V def2-TZVPD def2/J DEFGRID3
* xyz -1 2
O -1.80774 1.75997 0.71994
C -1.44735 0.49084 0.61098
O -0.23320 0.31367 0.24788
Li 0.19180 2.45347 0.26890
Tl -3.72045 0.90044 1.46756
O -5.54963 1.23039 2.82123
O -5.32408 2.49719 4.68975
C -5.90711 1.81607 3.85870
*
```

---

# 4
DFT (ωB97M-V with the def2-TZVPD basis set) results for a 2-piece molecular cluster, C2N2OS overall.

Computed properties:
- HOMO level (alpha / beta): -9.58 / -9.59 eV
- E_tot: -659.04563 Ha
- Molecular weight: 100.1 g/mol

```
! RIJCOSX wB97M-V def2-TZVPD def2/J DEFGRID3
* xyz 0 1
C -0.95716 0.66994 0.20702
C 2.44927 -0.63755 -0.05758
N 0.01583 0.73049 0.83804
N -2.07399 0.64431 -0.37979
O 1.82508 -1.57524 -0.00467
S -2.92952 -0.07674 -1.43861
*
```

---

# 5
DFT (ωB97M-V with the def2-TZVPD basis set) results for one molecule with the formula C2N2S3.

Computed properties:
- HOMO level (alpha / beta): -8.68 / -8.48 eV
- E_tot: -1380.07204 Ha
- Molecular weight: 148.2 g/mol

```
! RIJCOSX wB97M-V def2-TZVPD def2/J DEFGRID3
* xyz 0 1
C 0.32232 0.08723 -0.10283
C 1.35978 -0.55301 0.09952
N -0.48983 1.03928 0.17340
N -1.37976 1.68709 -0.33057
S 4.20405 -2.24715 -0.09390
S 2.16639 -1.98408 0.06613
S -2.40359 2.70179 0.15586
*
```

---

# 6
DFT (ωB97M-V with the def2-TZVPD basis set) results for a 2-piece molecular cluster, C2N3O overall.

Computed properties:
- HOMO level (alpha / beta): -5.12 / -5.13 eV
- E_tot: -315.60732 Ha
- Molecular weight: 82.0 g/mol

```
! RIJCOSX wB97M-V def2-TZVPD def2/J DEFGRID3
* xyz -1 1
C 1.56247 0.24212 -0.01964
C -0.93795 -0.69062 -0.11809
N 2.72848 0.13026 -0.00971
N -1.23236 -1.80125 -0.05330
N -0.95086 0.51901 0.39534
O -1.16979 1.60047 -0.19460
*
```

---

Which formula does entry 5 have?
C2N2S3

---

The highest E_tot belongs to which entry?
C2N3O